Entry 1:
A structure of composition C18H8CdCl2N5O5. Source: OMol25; level of theory: ωB97M-V/def2-TZVPD.

Computed properties:
**Kohn-Sham gap**: 0.2484 Eh
**HOMO level**: -5.6 eV
**Largest force on an atom**: 1.5 eV/Å
**Energy above the lowest of the compared OMol25 structures with the same formula, charge and spin**: 0.836 eV
**Lowest unoccupied orbital energy**: 1.2 eV
**Total charge**: -1

Last column: Mulliken charge in e.
Atoms and positions in Å:
Cd  -1.774  -0.748  0.701  1.3241
Cl  -1.152  -1.063  5.615  -0.2208
C  0.070  -1.044  4.401  0.5409
C  1.397  -0.912  4.783  -0.7006
C  2.394  -0.900  3.834  0.7739
Cl  4.043  -0.709  4.337  -0.2865
C  2.102  -1.052  2.468  0.2861
C  3.068  -1.091  1.440  -0.7088
C  2.672  -1.278  0.143  -0.7682
C  1.304  -1.410  -0.134  -0.2917
N  0.379  -1.342  0.795  -0.8179
C  0.734  -1.174  2.084  0.0907
C  -0.340  -1.145  3.057  0.6777
O  -1.562  -1.232  2.709  -1.0241
H  1.637  -0.817  5.831  0.4504
H  4.112  -0.998  1.705  0.3947
H  3.381  -1.322  -0.672  0.4190
H  0.971  -1.588  -1.151  0.6259
O  -1.399  3.365  -0.315  -0.6790
C  -1.225  2.166  -0.451  0.1088
O  -1.516  1.269  0.396  -0.9371
C  -0.496  1.716  -1.738  0.2452
C  0.330  2.654  -2.358  -0.5705
C  1.112  2.311  -3.441  -0.4114
C  1.084  0.999  -3.907  0.2225
C  0.221  0.065  -3.338  -0.6286
C  -0.580  0.433  -2.272  -0.2960
N  1.959  0.599  -4.970  0.9574
O  2.086  -0.593  -5.181  -0.6055
O  2.539  1.468  -5.593  -0.6159
H  0.338  3.659  -1.962  0.4801
H  1.768  3.031  -3.908  0.4599
H  0.197  -0.935  -3.746  0.4799
H  -1.282  -0.284  -1.850  0.5997
N  -7.716  0.727  0.948  -0.5226
C  -6.781  0.070  0.795  0.4417
N  -5.834  -0.784  0.664  -0.5569
C  -4.654  -0.882  0.328  0.7869
N  -3.587  -1.229  -0.045  -0.7236

***

Entry 2:
A structure of composition C15H24AuBCl2F4NSeSi. Source: OMol25; level of theory: ωB97M-V/def2-TZVPD.

Computed properties:
**Kohn-Sham gap**: 0.2939 Eh
**HOMO level**: -5.8 eV
**Largest force on an atom**: 0.7 eV/Å
**Energy above the lowest of the compared OMol25 structures with the same formula, charge and spin**: 0.000 eV
**Lowest unoccupied orbital energy**: 2.2 eV
**Total charge**: -1

Last column: Mulliken charge in e.
Atoms and positions in Å:
Au  -1.409  -0.055  -0.036  1.4825
Cl  0.742  -4.642  -2.891  -0.2354
C  0.728  -3.321  -1.694  0.8065
Cl  -0.326  -3.705  -0.323  -0.1678
H  0.351  -2.432  -2.182  -0.5681
H  1.734  -3.171  -1.328  0.1331
F  1.295  -0.613  -0.541  0.0301
B  2.583  -0.653  -1.144  0.0588
F  2.405  -0.807  -2.533  -0.3863
F  3.239  0.568  -0.890  -0.3977
F  3.313  -1.726  -0.625  -0.3533
C  -0.533  3.175  4.894  -0.9866
Si  -0.800  1.319  4.805  -0.0598
C  0.680  0.447  5.547  -0.9734
C  -2.338  0.878  5.782  -0.9665
C  -1.010  0.819  3.070  -0.4751
C  -1.137  0.451  1.917  0.1367
H  -0.399  3.506  5.928  0.3058
H  -1.386  3.710  4.473  0.2992
H  0.355  3.463  4.328  0.3045
H  0.833  0.738  6.589  0.2870
H  1.586  0.685  4.986  0.3033
H  0.545  -0.635  5.508  0.3190
H  -2.238  1.172  6.830  0.2894
H  -2.520  -0.198  5.743  0.3033
H  -3.216  1.377  5.367  0.2954
Se  -3.407  -1.258  0.659  -0.4349
C  -1.588  2.673  -0.771  -1.1783
N  -0.445  1.739  -0.783  0.1861
C  0.651  2.291  0.030  -0.8298
C  -0.021  1.481  -2.174  -0.8768
C  -0.885  0.450  -2.837  0.6353
C  -0.854  0.302  -4.218  -0.9106
C  -1.453  -0.796  -4.818  -0.4280
C  -2.069  -1.752  -4.026  -0.8796
C  -2.128  -1.588  -2.647  -0.2985
C  -1.568  -0.473  -2.028  0.0700
H  -1.958  2.778  0.247  0.2944
H  -2.382  2.288  -1.407  0.3821
H  -1.266  3.652  -1.145  0.3730
H  -3.885  -1.572  -0.690  0.0613
H  0.957  3.258  -0.386  0.2983
H  1.493  1.608  0.020  0.2393
H  0.296  2.420  1.050  0.2759
H  0.992  1.082  -2.137  0.2416
H  0.016  2.426  -2.729  0.5177
H  -0.317  1.025  -4.821  0.3828
H  -1.406  -0.922  -5.892  0.3741
H  -2.500  -2.637  -4.478  0.3867
H  -2.603  -2.354  -2.050  0.3336

***

Entry 3:
A structure of composition C16H34AsBrN3OPdSSi2. Source: OMol25; level of theory: ωB97M-V/def2-TZVPD.

Computed properties:
**Kohn-Sham gap**: 0.2324 Eh
**HOMO level**: -10.6 eV
**Largest force on an atom**: 0.6 eV/Å
**Energy above the lowest of the compared OMol25 structures with the same formula, charge and spin**: 0.077 eV
**Lowest unoccupied orbital energy**: -4.3 eV
**Total charge**: +1

Last column: Mulliken charge in e.
Atoms and positions in Å:
Pd  0.443  -0.790  0.680  0.4647
O  6.509  -1.411  1.770  -0.5188
C  5.222  -1.551  1.418  0.8646
C  4.802  -1.821  0.117  -0.6558
C  3.454  -1.937  -0.123  -0.7245
N  2.515  -1.802  0.829  0.0242
C  2.958  -1.547  2.064  0.2167
Br  1.613  -1.325  3.370  -0.0894
C  4.277  -1.420  2.427  -0.5333
H  7.090  -1.515  1.007  0.3141
H  5.513  -1.933  -0.693  0.3303
H  3.090  -2.164  -1.118  0.4238
H  4.576  -1.214  3.445  0.4976
C  0.526  1.838  -2.012  -1.0723
N  0.444  2.829  -0.942  0.4337
C  0.566  4.207  -1.450  -1.2300
C  0.898  2.519  0.298  -0.0208
S  1.926  1.150  0.574  -0.2877
N  0.550  3.313  1.308  0.2513
C  1.149  3.151  2.640  -1.0950
C  -0.624  4.195  1.271  -1.1877
H  -0.078  2.207  -2.841  0.4192
H  0.137  0.880  -1.684  0.0932
H  1.553  1.695  -2.352  0.4132
H  1.342  4.228  -2.216  0.3894
H  0.859  4.892  -0.663  0.4436
H  -0.370  4.550  -1.892  0.3145
H  2.232  3.107  2.578  0.3810
H  0.792  2.236  3.112  0.3211
H  0.859  4.011  3.238  0.4345
H  -1.233  3.977  0.401  0.3349
H  -0.343  5.249  1.266  0.3331
H  -1.214  4.001  2.166  0.4808
C  -3.208  1.852  -0.919  -0.9185
Si  -3.304  0.000  -0.912  0.4207
C  -2.915  -0.653  -2.598  -1.0877
C  -4.942  -0.587  -0.301  -1.0711
As  -1.823  -0.579  0.838  -0.2385
Si  -0.884  -2.879  0.063  0.7041
C  -0.017  -3.991  1.273  -1.0478
C  -2.597  -3.615  -0.037  -1.1223
C  -0.110  -2.874  -1.634  -0.9790
H  -4.080  2.255  -1.444  0.4870
H  -2.307  2.195  -1.431  0.0938
H  -3.207  2.265  0.095  0.2653
H  -3.613  -0.211  -3.319  0.4366
H  -3.011  -1.739  -2.667  0.3328
H  -1.900  -0.377  -2.899  0.2851
H  -5.733  -0.206  -0.956  0.3609
H  -5.132  -0.230  0.714  0.3183
H  -5.004  -1.679  -0.292  0.3411
H  -0.351  -3.782  2.291  0.2918
H  1.067  -3.894  1.241  0.1868
H  -0.288  -5.026  1.034  0.3749
H  -3.058  -3.684  0.953  0.3179
H  -2.467  -4.633  -0.421  0.4149
H  -3.284  -3.083  -0.698  0.2080
H  0.686  -2.139  -1.730  0.0991
H  -0.864  -2.647  -2.390  0.3505
H  0.310  -3.864  -1.852  0.4111

***

Entry 4:
A cluster of 14 separate species, C7H34O13 in total. Source: OMol25; level of theory: ωB97M-V/def2-TZVPD.

Computed properties:
**Kohn-Sham gap**: 0.3378 Eh
**HOMO level**: -9.3 eV
**Largest force on an atom**: 5.4 eV/Å
**Energy above the lowest of the compared OMol25 structures with the same formula, charge and spin**: 4.481 eV
**Lowest unoccupied orbital energy**: -0.1 eV

Last column: Mulliken charge in e.
Atoms and positions in Å:
C  -3.576  -2.134  0.344  -1.5531
C  -1.322  -1.042  0.192  -0.2467
C  -2.306  -1.582  1.054  1.3338
C  -2.170  -1.755  2.460  -0.7207
C  -0.972  -1.489  3.181  -0.7852
C  -0.106  -0.794  2.291  -0.5608
C  -0.220  -0.640  0.943  0.6093
H  -3.352  -2.924  -0.389  0.3559
H  -4.193  -1.561  -0.224  0.3890
H  -4.167  -2.548  1.159  0.3416
H  -1.355  -0.983  -0.964  0.0308
H  -2.980  -2.307  3.070  0.1512
H  -0.780  -1.924  4.162  0.3934
H  0.849  -0.419  2.682  0.2893
H  0.655  -0.151  0.294  0.0139
H  2.618  3.592  -1.892  0.3255
H  1.929  2.670  -2.745  0.2566
O  2.430  3.455  -2.822  -0.5886
H  1.690  -2.323  2.155  0.3106
H  2.531  -3.328  2.715  0.2864
O  1.924  -3.235  2.079  -0.5873
H  4.480  0.201  -2.305  0.2796
H  3.208  -0.395  -2.596  0.3102
O  3.630  0.112  -1.973  -0.5649
H  0.294  1.199  -3.810  0.2450
H  0.568  0.325  -5.035  0.2657
O  0.253  0.361  -4.131  -0.5382
H  -3.619  1.247  1.051  0.1954
H  -4.513  0.246  0.218  0.3172
O  -4.477  0.961  0.934  -0.5932
H  1.906  3.262  2.483  0.3585
H  1.783  1.876  2.309  0.3423
O  1.459  2.588  1.784  -0.6220
H  1.701  -1.903  -3.229  0.3084
H  2.579  -2.936  -2.553  0.3556
O  2.618  -2.108  -3.195  -0.6807
H  3.329  0.356  2.018  0.3689
H  2.740  0.112  3.380  0.2680
O  2.966  0.790  2.760  -0.6933
H  -2.306  1.609  -1.737  0.4119
H  -1.416  0.853  -2.722  0.1648
O  -2.294  1.252  -2.742  -0.5782
H  4.385  -1.745  0.591  0.2614
H  4.154  -0.324  0.173  0.3119
O  4.182  -0.904  0.880  -0.6199
H  -2.074  -1.585  -3.408  0.3384
H  -0.768  -1.019  -4.013  0.3443
O  -1.563  -1.619  -4.251  -0.6386
H  -2.452  2.696  0.883  0.3850
H  -2.358  4.154  0.410  0.2708
O  -2.473  3.233  0.127  -0.5920
H  -0.660  3.204  1.999  0.3083
H  -1.123  2.566  3.431  0.2365
O  -1.269  2.755  2.522  -0.5720

***

Entry 5:
A cluster of 3 separate species, C25H29N4O7 in total. Source: OMol25; level of theory: ωB97M-V/def2-TZVPD.

Computed properties:
**Kohn-Sham gap**: 0.2424 Eh
**HOMO level**: -11.5 eV
**Largest force on an atom**: 6.6 eV/Å
**Lowest unoccupied orbital energy**: -4.9 eV
**Total charge**: +1

Last column: Mulliken charge in e.
Atoms and positions in Å:
C  -6.152  -1.989  -3.296  -1.2067
C  -4.969  -1.853  -2.201  -0.0464
C  -4.825  -3.163  -1.281  -0.8322
C  -3.465  -3.232  -0.425  -0.2375
N  -3.283  -2.075  0.538  -0.3207
C  -2.068  -1.360  0.044  -0.1392
C  -2.375  -0.139  -0.910  -0.3144
C  -1.197  0.662  -1.530  0.2890
C  -1.572  1.861  -2.520  0.2897
O  -1.373  3.075  -2.306  -0.4560
O  -2.241  1.484  -3.739  -0.4372
C  0.252  0.223  -1.145  -0.9123
C  0.429  -0.985  -0.154  0.2540
N  -0.710  -1.734  0.394  0.4211
C  -0.477  -2.874  1.338  -0.6955
C  0.762  -3.870  0.656  0.1761
C  0.218  -4.898  -0.577  -0.4495
O  0.615  -5.353  0.904  -0.3976
H  -6.389  -0.938  -3.679  0.3426
H  -7.121  -2.393  -2.812  0.2991
H  -5.842  -2.645  -4.187  0.3314
H  -5.263  -0.983  -1.497  0.1730
H  -4.004  -1.546  -2.747  0.2014
H  -5.774  -3.234  -0.620  0.3694
H  -4.847  -4.069  -2.006  0.3319
H  -2.552  -3.272  -1.139  0.2407
H  -3.424  -4.197  0.218  0.3241
H  -3.101  -2.393  1.501  0.4474
H  -3.439  0.176  -1.159  0.5326
H  -2.196  0.491  -3.806  0.3859
H  1.152  0.794  -1.575  0.4207
H  1.488  -1.285  0.157  0.1597
H  -1.361  -3.606  1.404  0.3880
H  -0.073  -2.556  2.363  0.2479
H  1.857  -3.392  0.538  0.3004
H  -0.815  -4.408  -0.592  0.0640
H  1.108  -4.636  -1.238  0.3147
C  7.223  -1.360  2.564  -0.3893
C  6.459  -0.262  2.178  -0.5722
C  5.076  -0.374  2.082  -0.2970
C  4.467  -1.593  2.380  0.2668
C  5.228  -2.699  2.760  -0.2459
C  6.610  -2.578  2.850  -0.5643
N  3.011  -1.710  2.306  1.0671
O  2.370  -0.725  1.950  -0.6526
O  2.504  -2.780  2.604  -0.5861
H  8.302  -1.267  2.643  0.3888
H  6.942  0.684  1.955  0.3844
H  4.493  0.489  1.781  0.4441
H  4.763  -3.652  2.989  0.4325
H  7.211  -3.430  3.147  0.3803
C  -1.159  6.203  -0.435  -0.6406
C  -0.913  7.325  0.352  -0.3879
C  0.371  7.574  0.829  -0.4158
C  1.402  6.693  0.507  0.0056
C  1.160  5.564  -0.274  -0.3738
C  -0.127  5.321  -0.744  -0.1735
N  2.760  6.963  0.986  0.9940
O  2.932  7.952  1.684  -0.5886
O  3.646  6.185  0.656  -0.6045
H  -2.161  6.015  -0.810  0.3892
H  -1.722  8.008  0.590  0.3796
H  0.549  8.451  1.440  0.4438
H  1.956  4.871  -0.524  0.4357
H  -0.325  4.446  -1.356  0.6205

***

Entry 6:
A cluster of 2 separate species, C3H13N2O in total. Source: OMol25; level of theory: ωB97M-V/def2-TZVPD.

Computed properties:
**Kohn-Sham gap**: 0.3809 Eh
**HOMO level**: -13.5 eV
**Largest force on an atom**: 2.3 eV/Å
**Energy above the lowest of the compared OMol25 structures with the same formula, charge and spin**: 0.847 eV
**Lowest unoccupied orbital energy**: -3.1 eV
**Total charge**: +1

Last column: Mulliken charge in e.
Atoms and positions in Å:
C  -1.182  -0.342  -1.839  -0.6696
C  -1.612  -0.963  -0.515  -0.3528
C  -0.358  -1.010  0.375  -0.7594
N  0.217  0.335  0.825  -0.3171
N  -0.760  1.079  -1.680  -0.5332
H  -0.281  -0.874  -2.151  0.3619
H  -1.878  -0.380  -2.679  0.4013
H  -1.826  -2.018  -0.680  0.2921
H  -2.431  -0.432  -0.027  0.2984
H  0.527  -1.385  -0.146  0.3616
H  -0.471  -1.572  1.300  0.3640
H  0.994  0.761  0.313  0.3811
H  -0.486  1.076  0.876  0.3414
H  0.664  0.404  1.753  0.3738
H  -0.339  1.320  -2.563  0.2364
H  -1.536  1.677  -1.425  0.2102
H  2.981  1.305  2.779  0.3365
H  3.315  -0.118  2.856  0.3404
O  2.984  0.526  2.224  -0.6671

***

Question: The highest largest force on an atom belongs to which entry?
Answer: C25H29N4O7